# 1
Entry from OMol25: one molecule with the formula C4H8N2O at a distorted geometry (the ωB97M-V functional and the def2-TZVPD basis).

The geometry in XYZ format:
```
15
Properties=species:S:1:pos:R:3:forces:R:3
C -1.8982 0.8413 0.4068 -0.2 0.0 0.0
N -0.4450 0.8154 0.3746 0.1 -0.1 0.2
C 0.1555 -0.0661 -0.5980 0.0 0.1 -0.1
C -0.3256 -1.4785 -0.5286 -0.4 -1.0 0.0
N -0.7369 -2.5610 -0.5050 0.5 1.1 0.0
C 1.6761 -0.0109 -0.4040 -0.1 0.0 -0.3
O 1.9724 -0.2216 0.9605 0.2 -0.1 0.2
H -2.3600 -0.1529 0.3294 0.1 0.0 0.0
H -2.2359 1.2877 1.3437 0.1 0.0 -0.1
H -2.2843 1.4664 -0.4038 0.0 -0.1 0.0
H -0.0461 0.5922 1.2807 -0.1 0.0 -0.1
H -0.0962 0.2781 -1.6085 0.1 0.0 0.1
H 2.0138 0.9920 -0.6657 -0.1 0.0 0.0
H 2.1768 -0.7281 -1.0609 -0.1 0.0 0.1
H 2.4336 -1.0540 1.0788 0.0 -0.1 0.0
```
Forces are in eV/Å.

Values from the calculation:
**Relative energy (zero: lowest compared OMol25 entry of this formula, charge and spin)**: 1.8148 eV
**Lowest unoccupied orbital energy**: 0.727 eV
**E**: -9304.5784 eV
**HOMO-LUMO gap**: 10.3 eV
**Spin multiplicity**: 1
**Maximum force**: 0.0234 Eh/bohr

# 2
Entry from OMol25: C4H8N2O as an isolated structure at a distorted geometry (the ωB97M-V functional and the def2-TZVPD basis).

The geometry in XYZ format:
```
15
Properties=species:S:1:pos:R:3:forces:R:3
C 0.6940 -1.9236 1.4452 -0.2 -0.5 -0.5
N 1.2129 0.0455 0.0345 -0.2 0.6 -1.5
C 0.3630 -0.8048 0.4968 0.5 0.7 1.0
C -0.5651 0.9667 -0.7591 -0.7 -0.9 0.9
N -0.4733 2.1286 -0.0744 -0.1 0.2 0.2
C -1.0110 0.7245 -1.9781 -0.4 -0.2 0.3
O -0.8783 -0.4763 0.3479 0.4 0.9 -1.1
H 2.0825 -0.1239 -0.4542 0.2 -0.5 0.9
H -1.3453 2.5908 0.1371 0.0 -0.2 0.0
H 0.2055 2.1969 0.6670 0.1 -0.2 -0.2
H 0.2087 -2.8359 1.0976 0.0 -0.1 0.1
H 0.2860 -1.6975 2.4308 0.0 0.1 -0.1
H 1.7680 -2.0799 1.5220 -0.1 0.0 0.0
H -1.2757 -0.2684 -2.2985 0.0 -0.1 0.1
H -1.2719 1.5573 -2.6147 0.4 0.1 -0.1
```
Forces are in eV/Å.

Values from the calculation:
**Relative energy (zero: lowest compared OMol25 entry of this formula, charge and spin)**: 3.7509 eV
**Lowest unoccupied orbital energy**: 0.986 eV
**E**: -9302.6423 eV
**HOMO-LUMO gap**: 9.0 eV
**Spin multiplicity**: 1
**Maximum force**: 0.0309 Eh/bohr

# 3
Entry from OMol25: one molecule with the formula C4H8N2O at a distorted geometry (the ωB97M-V functional and the def2-TZVPD basis).

The geometry in XYZ format:
```
15
Properties=species:S:1:pos:R:3:forces:R:3
C 2.5599 0.1085 0.5255 0.1 0.0 0.1
N 1.2141 0.4694 0.1228 -0.1 0.1 -0.1
C 0.2843 -0.4351 -0.0767 0.1 0.4 -0.3
N -1.7403 -2.1088 -0.0082 0.4 -1.6 0.6
C -0.9527 -0.0224 -0.6160 0.6 0.2 0.3
O -1.8259 -1.0302 -0.6994 -1.5 1.0 -0.6
C -1.5658 1.2954 -1.0128 0.2 0.0 0.0
H 3.2801 0.4669 -0.2168 0.0 0.0 0.1
H 2.6121 -0.9816 0.5850 -0.1 0.3 0.0
H 2.7906 0.5433 1.5033 0.1 0.0 -0.1
H 1.0606 1.4574 -0.0636 0.0 0.1 0.1
H -0.8308 -2.0260 0.5030 -0.3 0.0 -0.1
H -0.9041 1.8861 -1.6536 0.0 0.0 0.1
H -2.5171 1.1673 -1.5452 0.3 -0.2 0.1
H -1.7969 1.8846 -0.1106 0.1 -0.1 -0.2
```
Forces are in eV/Å.

Values from the calculation:
**Relative energy (zero: lowest compared OMol25 entry of this formula, charge and spin)**: 6.6989 eV
**Lowest unoccupied orbital energy (alpha / beta)**: -0.457 / 0.420 eV
**E**: -9299.6943 eV
**HOMO-LUMO gap (alpha / beta)**: 7.8 / 8.5 eV
**Spin multiplicity**: 1
**Maximum force**: 0.0366 Eh/bohr

# 4
Entry from OMol25: one molecule with the formula C4H8N2O (the ωB97M-V functional and the def2-TZVPD basis).

The geometry in XYZ format:
```
15
Properties=species:S:1:pos:R:3:forces:R:3
H 1.7874 0.8611 0.2784 -0.1 0.0 0.0
N 1.0921 0.3309 0.8061 -0.2 0.0 -0.3
C 0.1446 -0.1002 0.0619 0.1 0.0 -0.1
N -0.1058 0.0812 -1.2670 0.0 -0.1 0.1
C 0.8160 0.6663 -2.2112 0.1 0.1 -0.1
C -0.9165 -0.9923 0.6956 -0.3 -0.3 -0.1
C -1.4131 -0.6301 2.0627 0.0 -0.1 0.1
O -1.3595 -1.9215 0.0504 0.1 0.4 0.2
H -0.8253 -0.5268 -1.6276 0.1 0.0 0.0
H 0.4863 0.3946 -3.2167 0.1 0.1 0.1
H 1.8379 0.2886 -2.0754 -0.1 0.0 0.0
H 0.8343 1.7613 -2.1486 0.0 -0.2 0.1
H -2.0054 0.2886 1.9632 0.1 -0.1 0.0
H -2.0540 -1.4285 2.4411 0.1 0.1 0.0
H -0.5876 -0.4110 2.7423 -0.1 0.0 -0.1
```
Forces are in eV/Å.

Values from the calculation:
**Relative energy (zero: lowest compared OMol25 entry of this formula, charge and spin)**: 1.1742 eV
**Lowest unoccupied orbital energy**: 0.779 eV
**E**: -9305.2190 eV
**HOMO-LUMO gap**: 10.1 eV
**Spin multiplicity**: 1
**Maximum force**: 0.0092 Eh/bohr